Entry 1:
Formula: C30H61BNO6
Source: the OMol25 dataset
Level of theory: ωB97M-V with the def2-TZVPD basis set

Element x y z (Å)
C (8.78, -0.83, 2.03)
C (8.48, 0.13, 1.18)
C (7.37, 1.06, 1.52)
O (7.00, 1.32, 2.63)
O (6.78, 1.53, 0.41)
C (5.73, 2.48, 0.62)
C (4.41, 1.78, 0.89)
C (3.21, 2.75, 0.85)
C (2.25, 2.54, -0.33)
C (0.76, 2.56, 0.05)
C (-0.12, 1.55, -0.69)
C (-1.12, 0.79, 0.19)
O (-0.43, 0.21, 1.32)
B (0.67, -0.62, 1.15)
O (1.94, -0.15, 1.46)
O (0.53, -1.88, 0.60)
C (-1.86, -0.25, -0.65)
C (-3.03, -0.98, 0.00)
C (-2.65, -2.01, 1.07)
C (-3.78, -1.71, -1.11)
N (-3.96, 0.04, 0.57)
O (-5.08, -0.41, 0.97)
C (-3.44, 1.19, 1.38)
C (-4.53, 2.27, 1.38)
C (-3.16, 0.74, 2.82)
C (-2.17, 1.77, 0.72)
H (9.56, -1.55, 1.81)
H (8.22, -0.94, 2.95)
H (8.98, 0.25, 0.23)
H (6.00, 3.14, 1.44)
H (5.69, 3.06, -0.31)
H (4.48, 1.30, 1.87)
H (4.28, 0.98, 0.16)
H (3.59, 3.78, 0.84)
H (2.65, 2.64, 1.78)
H (2.45, 3.30, -1.09)
H (2.48, 1.57, -0.80)
H (0.36, 3.56, -0.15)
H (0.67, 2.39, 1.12)
H (-0.72, 2.07, -1.45)
H (0.49, 0.82, -1.25)
H (2.14, -0.03, 2.40)
H (0.56, -2.61, 1.23)
H (-2.28, 0.33, -1.48)
H (-1.18, -0.98, -1.09)
H (-3.57, -2.38, 1.54)
H (-2.01, -1.59, 1.85)
H (-2.14, -2.85, 0.59)
H (-3.09, -2.38, -1.62)
H (-4.18, -1.00, -1.84)
H (-4.59, -2.32, -0.71)
H (-4.97, 2.41, 2.37)
H (-5.34, 2.00, 0.71)
H (-4.13, 3.24, 1.06)
H (-2.22, 0.21, 2.93)
H (-3.98, 0.10, 3.17)
H (-3.12, 1.63, 3.46)
H (-2.47, 2.40, -0.12)
H (-1.70, 2.43, 1.46)
C (-6.21, -0.94, -6.83)
C (-6.91, 0.24, -6.16)
C (-6.15, 1.56, -6.30)
C (-4.75, 1.57, -5.67)
C (-4.73, 1.23, -4.18)
C (-5.51, 2.21, -3.31)
H (-5.23, -1.14, -6.38)
H (-6.80, -1.85, -6.73)
H (-6.05, -0.75, -7.89)
H (-7.07, 0.02, -5.10)
H (-7.90, 0.37, -6.60)
H (-6.75, 2.37, -5.87)
H (-6.05, 1.80, -7.37)
H (-4.31, 2.56, -5.82)
H (-4.11, 0.87, -6.21)
H (-3.69, 1.21, -3.85)
H (-5.11, 0.22, -4.02)
H (-5.13, 3.23, -3.44)
H (-5.43, 1.95, -2.26)
H (-6.57, 2.22, -3.57)
C (3.97, -0.68, 3.91)
C (4.49, -2.04, 4.37)
C (5.21, -2.80, 3.26)
C (4.35, -3.14, 2.04)
C (3.10, -3.96, 2.35)
C (3.40, -5.33, 2.95)
H (3.23, -0.79, 3.11)
H (3.49, -0.15, 4.74)
H (4.78, -0.06, 3.53)
H (3.67, -2.64, 4.76)
H (5.19, -1.89, 5.20)
H (5.64, -3.72, 3.67)
H (6.07, -2.21, 2.92)
H (4.96, -3.68, 1.32)
H (4.05, -2.21, 1.54)
H (2.53, -4.09, 1.43)
H (2.44, -3.40, 3.03)
H (4.03, -5.91, 2.28)
H (2.48, -5.89, 3.12)
H (3.91, -5.24, 3.91)

Strongest force on any atom ... 0.75 eV/Å
Orbital gap (alpha / beta) ... 8.423 / 9.737 eV
Net charge ... 0
Expectation value of S² ... 0.75
2S+1 ... 2
Energy above the lowest of the compared OMol25 structures with the same formula, charge and spin ... 0.00 kcal/mol


Entry 2:
Formula: C2H7IN3
Source: the OMol25 dataset
Level of theory: ωB97M-V with the def2-TZVPD basis set

Element x y z (Å)
C (-0.13, -0.51, 0.40)
C (0.90, 0.10, -0.53)
N (-1.10, 0.60, 0.32)
N (-0.47, -1.79, -0.10)
N (-0.34, 1.68, -0.11)
I (2.84, 0.24, 0.16)
H (0.20, -0.81, 1.33)
H (0.82, -0.18, -1.55)
H (-1.69, 0.79, 1.15)
H (-0.21, -2.73, 0.35)
H (-0.28, -2.00, -1.10)
H (0.17, 2.24, 0.53)
H (-0.70, 2.39, -0.83)

Strongest force on any atom ... 3.24 eV/Å
Orbital gap ... 8.535 eV
Net charge ... +1
Energy above the lowest of the compared OMol25 structures with the same formula, charge and spin ... 76.90 kcal/mol


Entry 3:
Formula: C11H17Cl2FeYb
Source: the OMol25 dataset
Level of theory: ωB97M-V with the def2-TZVPD basis set

Element x y z (Å)
Fe (1.65, 1.15, 0.97)
Cl (3.38, 0.05, 1.74)
C (1.23, 1.02, -1.06)
H (0.13, 0.92, -0.95)
H (1.78, 0.27, -1.69)
H (1.49, 2.06, -1.26)
Yb (0.83, -2.04, -2.06)
C (1.89, -3.52, -0.74)
C (3.10, -1.23, -3.06)
C (-1.40, -2.09, -1.33)
H (3.07, -0.57, -3.94)
H (3.69, -0.74, -2.26)
H (3.62, -2.16, -3.37)
H (1.10, -4.22, -0.40)
H (2.69, -4.08, -1.26)
H (2.32, -2.97, 0.11)
H (-1.92, -1.10, -1.33)
H (-1.36, -2.56, -0.29)
Cl (0.55, 3.10, 1.32)
C (-1.14, 2.41, 1.43)
C (-2.24, 3.20, 1.12)
C (-3.54, 2.64, 1.17)
C (-3.68, 1.28, 1.51)
C (-2.56, 0.50, 1.85)
C (-1.23, 1.04, 1.73)
C (0.01, 0.25, 1.91)
H (-2.11, 4.27, 0.91)
H (-4.40, 3.27, 0.93)
H (-4.68, 0.84, 1.57)
H (-2.75, -0.55, 2.13)
H (-0.02, -0.81, 1.70)
H (0.49, 0.38, 2.90)

Strongest force on any atom ... 2.34 eV/Å
Orbital gap (alpha / beta) ... 4.804 / 3.671 eV
Net charge ... -1
Expectation value of S² ... 12.03
2S+1 ... 7
Energy above the lowest of the compared OMol25 structures with the same formula, charge and spin ... 104.59 kcal/mol


Entry 4:
Formula: C8H12ClP
Source: the OMol25 dataset
Level of theory: ωB97M-V with the def2-TZVPD basis set

Element x y z (Å)
C (1.01, 2.08, 0.02)
C (0.50, 0.83, -0.29)
C (1.26, -0.29, -0.32)
C (3.12, 0.32, 0.38)
C (-1.78, 1.19, 0.61)
C (-0.05, -2.37, 0.35)
C (-1.00, 0.77, -0.57)
C (1.14, -1.75, -0.51)
P (2.71, 2.12, 0.14)
Cl (4.27, -0.49, -0.42)
H (0.50, 3.02, 0.29)
H (-1.56, 0.56, 1.48)
H (-2.84, 1.29, 0.43)
H (-1.49, 2.19, 0.94)
H (-1.07, -1.94, 0.17)
H (-0.02, -2.05, 1.37)
H (0.12, -3.41, 0.23)
H (-1.13, 1.39, -1.41)
H (-1.29, -0.28, -0.94)
H (0.85, -2.13, -1.54)
H (2.08, -2.29, -0.15)
H (2.77, 2.97, 1.33)

Strongest force on any atom ... 6.55 eV/Å
Orbital gap (alpha / beta) ... 6.827 / 7.324 eV
Net charge ... 0
Energy above the lowest of the compared OMol25 structures with the same formula, charge and spin ... 112.71 kcal/mol


| no. | energy (eV) |
| --- | --- |
| 1 | -46553.03464 |
| 2 | -14748.11663 |
| 3 | -102637.35494 |
| 4 | -30295.93318 |